1.
C33H32CdN4O3Te4 | ωB97M-V/def2-TZVPD

XYZ file:
```
77
Properties=species:S:1:pos:R:3:forces:R:3
Te -1.640643 4.494225 -1.903693 0.33 0.27 -0.09
Te -2.760985 6.914630 -1.834564 -0.13 -0.06 0.10
Te 0.612644 6.749354 1.262480 0.03 -0.01 0.00
Te -0.025294 4.326215 0.376681 0.25 0.56 0.01
Cd -1.136950 1.609846 -0.852208 -0.34 -0.99 -0.17
O 3.021404 1.298605 2.474228 0.02 0.04 0.00
O 3.494197 -2.680784 3.322512 -0.01 -0.08 0.02
O 2.885590 -2.002652 -2.452121 0.04 0.01 -0.03
N 1.562018 -1.606178 1.713698 -0.19 0.00 0.01
N 1.440147 -1.000095 -0.511098 -0.18 -0.12 -0.05
N 0.699127 0.490019 1.128386 -0.10 -0.06 0.02
N -2.066989 2.158159 1.115177 0.23 0.46 -0.12
C 1.183726 -0.638908 0.773373 0.20 0.02 0.03
C 2.207563 -0.807384 -2.722822 -0.01 0.01 0.06
C -3.611247 0.228879 -2.831691 0.03 -0.11 0.03
C -0.508639 0.669728 3.249675 0.00 0.00 -0.01
C 2.340991 -0.209893 -3.957088 0.01 0.01 -0.01
C 3.083918 2.296083 1.442482 0.02 0.04 -0.04
C -3.370801 3.474540 3.483367 -0.01 -0.01 -0.01
C -2.762734 0.626118 -2.049334 -0.06 0.09 0.09
C -5.170627 -1.388508 -5.815331 0.00 0.00 0.00
C 2.239933 -3.131505 -3.017364 -0.02 0.00 0.02
C 1.795621 1.588773 4.484829 0.01 -0.02 0.01
C 0.625521 1.464499 5.218641 0.00 0.00 -0.01
C 1.344715 -3.765980 0.564836 -0.01 -0.01 0.00
C 1.409469 -0.244624 -1.713456 0.13 0.10 -0.04
C 0.830411 1.493225 -3.211599 0.06 0.04 0.04
C -5.963906 -0.120212 -3.484682 0.00 0.00 0.00
C -4.218598 -0.906577 -4.931700 -0.01 0.00 0.01
C 1.755051 -5.084651 0.433517 0.01 -0.01 0.01
C 1.650496 0.969137 -4.199862 0.00 0.01 0.00
C 0.671477 0.917303 -1.940999 -0.12 0.08 -0.01
C 3.322701 -4.785053 2.219745 -0.01 0.00 0.01
C 1.937551 -2.929119 1.510195 0.08 0.01 -0.04
C 2.935462 -3.462954 2.339056 -0.02 0.02 0.03
C -6.525018 -1.242332 -5.541856 0.00 0.00 0.00
C -0.525253 1.000499 4.596174 0.01 0.01 -0.01
C 1.819402 1.247494 3.140576 -0.02 -0.01 0.04
C -4.594711 -0.263472 -3.744541 0.01 0.01 -0.01
C 2.740365 -5.602895 1.260011 -0.01 0.01 0.00
C -2.294306 4.144783 2.639504 0.09 0.07 -0.03
C 4.423371 -1.707746 2.833277 0.03 0.04 -0.05
C -6.913089 -0.603444 -4.370884 0.00 0.00 0.00
C -1.798765 3.249747 1.549241 -0.44 -0.43 0.19
C 0.659582 0.786836 2.498458 0.00 0.00 0.00
H 1.668827 -1.255950 2.653932 0.00 0.00 0.00
H -1.439195 4.464223 3.241211 0.00 0.00 0.01
H 5.185880 -2.193303 2.218345 0.02 -0.01 0.01
H -7.966100 -0.476083 -4.147403 0.00 0.00 0.00
H 0.548443 -3.375140 -0.054754 0.00 -0.01 0.01
H 2.711719 1.949746 4.935508 0.00 0.00 0.00
H -4.159421 3.075131 2.845774 -0.01 0.02 0.00
H -2.667520 5.054711 2.160379 0.01 0.00 -0.01
H 1.232916 -3.255507 -2.604277 -0.01 0.01 -0.01
H 2.982625 -0.666556 -4.702044 0.00 0.00 0.00
H 2.157576 -3.034805 -4.103137 0.01 0.00 -0.01
H 4.887239 -1.261976 3.710011 -0.01 0.02 0.00
H 1.739404 1.465793 -5.159305 0.00 0.00 0.00
H 3.051172 -6.635327 1.165001 0.00 0.00 0.00
H 2.874774 3.285388 1.857133 0.01 -0.01 0.00
H 4.089103 -5.154629 2.889636 0.00 0.00 0.00
H 1.282363 -5.712142 -0.311566 0.00 0.00 0.00
H -2.954305 2.642633 4.052521 0.00 -0.01 -0.01
H 2.047807 -1.799686 -0.605053 0.00 0.02 0.00
H 2.843367 -4.004751 -2.770571 0.00 0.00 0.01
H 2.374595 2.081310 0.643117 0.01 0.03 0.01
H -3.808777 4.189415 4.183212 0.01 0.00 0.01
H 3.924363 -0.925320 2.259525 0.07 -0.03 0.02
H -7.268618 -1.616397 -6.235382 0.00 0.00 0.00
H -3.162818 -1.015015 -5.143840 0.00 0.00 0.00
H -6.264251 0.383804 -2.575489 0.00 0.00 0.00
H 0.278795 2.399427 -3.441475 -0.01 -0.01 -0.02
H -4.852755 -1.879911 -6.727874 0.00 0.00 0.00
H -1.407577 0.346350 2.742772 0.01 0.00 0.01
H 0.611695 1.738414 6.266255 0.00 0.00 0.00
H 4.101695 2.266686 1.057575 0.00 0.00 0.00
H -1.446899 0.905713 5.157048 0.00 0.00 0.00
```
Forces are in eV/Å.

total energy = -80578.8413 eV
E_LUMO = 3.68 eV
net charge = -2
gap between HOMO and LUMO = 4.73 eV


2.
C33H32ClNO5P2Rh | ωB97M-V/def2-TZVPD

XYZ file:
```
75
Properties=species:S:1:pos:R:3:forces:R:3
Rh 1.125898 0.105350 -0.270691 -0.82 -1.09 -0.13
Cl 4.495508 1.904818 0.654926 0.40 -0.72 -0.11
P 0.470687 -2.001155 -0.918858 0.96 0.62 -0.04
P -0.081367 1.435591 1.464282 0.71 0.47 -0.45
O 1.888832 3.226506 0.191632 -0.75 0.19 0.05
O 3.907139 2.318741 1.935172 0.06 0.14 0.17
O 4.293993 3.041771 -0.309338 0.51 -0.04 0.19
O 0.275097 1.648287 -2.554857 -0.11 -0.03 0.03
O 3.720209 0.753989 0.135066 0.09 0.07 -0.02
N 1.319285 -1.022717 1.497102 -0.03 -0.05 -0.04
C 0.493512 2.622726 -3.576916 0.03 0.01 0.02
C 0.835421 0.844602 2.955034 0.02 -0.04 0.06
C 0.190783 -2.207084 -4.982322 0.00 0.00 0.01
C -0.806138 4.005907 2.474880 -0.04 -0.08 0.02
C -2.248522 0.439969 3.013841 0.01 0.00 -0.01
C 0.717957 -2.540887 -2.646217 -0.02 -0.16 0.06
C 0.040067 3.261326 1.654811 -0.12 0.08 0.12
C -1.573752 -3.949752 -1.067697 -0.02 0.02 -0.02
C 1.580421 -3.032735 0.144818 -0.10 -0.08 0.07
C 2.533712 0.774567 -2.732881 -0.01 0.03 0.04
C 0.880210 -1.738328 3.576014 0.11 0.00 0.03
C -4.558312 0.736059 2.393246 0.01 0.01 0.00
C 1.231087 0.917382 -1.994091 -0.14 0.21 0.63
C 1.109059 3.923399 1.028854 0.06 -0.19 0.13
C 1.101387 -3.195188 -5.339150 0.01 -0.01 0.00
C 1.119100 -2.874320 2.751182 0.10 0.00 0.01
C 1.625264 -3.530871 -3.013806 -0.01 0.00 -0.01
C 0.486236 5.987541 2.106989 -0.02 0.01 0.02
C 1.397263 -2.385538 1.488074 -0.13 0.04 0.01
C -1.896479 -2.153196 0.495163 -0.02 -0.04 0.05
C 0.007853 -1.878438 -3.649086 0.01 0.03 -0.03
C -3.084520 -2.732501 0.920088 0.02 0.00 -0.01
C -2.808576 1.656271 1.025619 0.00 0.01 0.00
C -2.763477 -4.525831 -0.648628 -0.01 0.00 0.00
C -1.836152 1.170611 1.902837 -0.04 -0.10 -0.13
C 1.820457 -3.851799 -4.352554 -0.01 0.01 0.00
C -0.603655 5.358798 2.697086 0.02 0.03 0.02
C -4.155628 1.452745 1.271461 0.00 -0.01 0.00
C -3.601474 0.225818 3.256320 0.00 0.01 0.00
C 1.020541 -0.627720 2.761062 -0.10 -0.02 -0.05
C -3.520191 -3.917235 0.345905 0.00 -0.01 0.00
C 1.337692 5.277594 1.281081 -0.04 0.01 -0.03
C -1.134301 -2.756567 -0.498194 -0.12 0.19 -0.02
H -3.902710 -0.348929 4.124098 0.00 0.00 0.00
H 0.683876 3.577189 -3.085664 0.02 0.02 -0.04
H 2.602668 -2.918213 -0.228145 0.01 -0.01 0.02
H -3.662429 -2.249473 1.697981 -0.01 0.00 0.00
H -1.275260 5.910933 3.342296 0.00 0.00 0.00
H 1.796779 1.367192 2.908847 -0.01 0.02 0.01
H -1.513607 0.005443 3.678546 0.01 0.00 0.01
H 1.311226 -4.091858 0.160425 -0.02 0.01 -0.02
H 1.251567 -3.446869 -6.381655 0.00 0.00 0.00
H -0.428086 2.679178 -4.151821 -0.01 0.02 0.01
H -0.987723 -4.427648 -1.844673 0.00 0.00 0.00
H 2.536125 -4.619259 -4.621151 0.00 0.00 0.00
H 0.676889 -1.738552 4.637295 -0.02 0.01 0.00
H 3.284666 1.343796 -2.177392 -0.02 0.08 -0.06
H -3.101443 -5.451547 -1.098739 0.00 0.00 0.00
H -0.680645 -1.085615 -3.376255 -0.01 -0.01 0.02
H -0.371551 -1.685266 -5.747121 0.00 0.00 0.00
H 1.109277 -3.911522 3.052528 -0.02 0.00 0.00
H 1.321682 2.384382 -4.238435 -0.05 0.00 -0.01
H -2.496833 2.196939 0.138306 0.01 0.00 0.00
H 2.189105 -4.055839 -2.252962 0.00 0.00 0.01
H -1.634328 3.507473 2.966598 -0.01 0.01 -0.01
H 2.843095 -0.267835 -2.676025 0.00 0.00 0.02
H -4.893912 1.842954 0.581505 0.00 0.00 0.00
H 2.861659 3.372984 0.304552 -0.35 0.35 -0.53
H 0.349342 1.102106 3.898595 -0.04 0.02 -0.03
H -1.546732 -1.231255 0.940944 0.02 0.01 -0.02
H 2.190389 5.753718 0.812521 0.00 0.00 -0.02
H 0.673471 7.038920 2.290684 0.00 0.01 0.01
H 2.521836 1.078520 -3.778915 0.05 -0.02 0.01
H -5.611363 0.569204 2.584452 0.00 0.00 0.00
H -4.449154 -4.369755 0.671523 0.00 0.00 0.00
```
Forces are in eV/Å.

total energy = -80572.2704 eV
E_LUMO = 2.55 eV
net charge = -1
gap between HOMO and LUMO = 6.34 eV


3.
C33H32N2O6 | ωB97M-V/def2-TZVPD

XYZ file:
```
73
Properties=species:S:1:pos:R:3:forces:R:3
O 7.233853 3.597096 0.060704 -0.23 -0.04 0.28
O -3.576336 1.318454 -0.934805 0.21 -0.37 -0.05
O -0.315940 2.929590 0.912076 -0.01 -0.09 0.18
O 1.644270 1.530186 2.000320 -0.17 -0.05 0.30
O 1.342904 -1.152314 2.275267 -0.19 0.12 0.03
O 1.560771 0.692488 -0.070869 0.11 0.18 0.12
N -1.970332 -3.112658 0.798726 -0.13 0.34 0.29
N -1.061596 -2.994554 -1.885496 -0.19 -0.36 0.09
C -0.096806 -3.503879 -1.127367 0.37 -0.15 -0.07
C 7.887660 3.582175 -1.185986 0.11 -0.01 -0.23
C -4.018926 3.499003 -0.907725 -0.27 -0.47 -0.34
C -4.352918 -3.307844 -1.535219 -0.17 0.13 0.08
C -1.775703 -4.510890 0.461485 0.15 -0.54 -0.12
C -4.327613 -3.105512 -0.008606 0.08 -0.19 -0.24
C -0.138678 1.304811 3.571944 0.28 -0.03 -0.22
C -2.755456 1.889577 -0.014077 0.07 1.01 0.49
C 3.488697 1.913899 0.601049 0.20 0.07 -0.12
C 1.162078 -2.923217 -1.036457 -0.08 -0.01 -0.13
C -0.604010 1.776704 1.174298 0.18 -0.12 -0.05
C 5.412020 3.087704 1.427685 0.22 0.07 -0.11
C -2.998251 3.239881 0.033485 0.13 -0.65 0.08
C -4.707217 -2.026406 -2.284450 0.10 -0.28 -0.16
C -0.818672 -1.878127 -2.550223 0.07 0.24 -0.15
C 0.370390 -0.499920 1.950314 0.32 -0.11 0.09
C 2.152963 1.319396 0.783999 0.04 -0.14 -0.39
C 0.395103 -1.212631 -2.507429 0.09 -0.07 0.06
C 4.168474 2.542472 1.644746 -0.04 -0.06 -0.16
C -4.734088 -2.259669 -3.790084 -0.03 0.14 0.21
C -3.089697 -2.388735 0.440452 -0.23 0.40 0.11
C -0.457457 -4.723881 -0.315954 -0.03 0.13 -0.04
C -0.924396 -2.447586 1.325883 0.12 0.52 0.30
C 4.082971 1.850237 -0.654694 -0.25 -0.05 0.30
C 1.411629 -1.757909 -1.741426 -0.11 -0.06 -0.06
C 5.329927 2.398832 -0.880424 0.33 0.13 -0.11
C -0.849821 -1.088939 1.411855 -0.35 -0.60 -0.09
C -3.066840 -1.034765 0.500879 -0.18 -0.21 0.04
C -1.910645 -0.279221 0.874418 0.34 0.32 0.02
C -4.329458 2.299028 -1.465919 -0.33 0.82 -0.14
C -1.788281 1.087803 0.713799 -0.28 -0.34 -0.19
C 0.324051 1.008114 2.141824 0.13 0.21 0.07
C 6.007948 3.024548 0.163395 -0.17 -0.05 0.14
H 2.371907 -1.273171 -1.671698 0.06 0.07 0.03
H -5.038028 2.013340 -2.218468 -0.06 -0.12 -0.08
H -5.489101 -2.998693 -4.051624 -0.05 -0.08 -0.08
H 5.762315 2.337376 -1.866762 0.05 0.01 -0.06
H 0.537039 0.825362 4.276717 0.02 -0.06 0.05
H -2.605500 -4.835443 -0.159208 0.03 0.05 0.12
H -3.964599 -0.499373 0.244271 -0.08 -0.10 -0.03
H -0.586985 -5.580475 -0.980510 0.03 -0.03 0.06
H 3.710043 2.595065 2.618964 -0.02 0.03 0.09
H 1.925148 -3.361557 -0.411459 0.05 -0.04 0.10
H -3.971310 -1.256676 -2.049453 -0.03 0.11 0.06
H 8.083046 2.559912 -1.525139 -0.02 0.04 0.01
H -1.763142 -5.111208 1.377935 -0.10 0.01 -0.13
H -4.458181 4.448664 -1.136285 -0.13 0.15 -0.11
H -3.768474 -2.623042 -4.134462 0.11 -0.06 -0.10
H 7.310805 4.115213 -1.948271 0.02 -0.03 0.03
H -1.149248 0.931320 3.718451 -0.09 -0.02 0.03
H 0.362871 -4.952081 0.365074 -0.02 -0.05 0.00
H -4.419803 -4.066356 0.500878 -0.03 0.05 0.06
H -1.645387 -1.500300 -3.137177 -0.04 0.14 -0.10
H -4.962829 -1.336281 -4.316811 -0.01 0.05 -0.13
H -2.500675 3.950742 0.657905 0.17 0.07 0.10
H 8.834790 4.095416 -1.027570 -0.06 -0.05 -0.06
H -5.193542 -2.504475 0.275121 0.06 -0.01 0.08
H -3.373485 -3.643937 -1.879887 -0.06 -0.10 -0.01
H -5.091327 -4.076816 -1.774595 -0.01 -0.05 -0.02
H -0.120903 2.380223 3.731122 -0.05 0.07 -0.02
H 3.544212 1.368624 -1.456728 -0.03 -0.03 -0.07
H -0.098164 -3.035511 1.697395 0.08 -0.07 -0.06
H -5.686151 -1.667378 -1.956377 0.00 0.08 0.09
H 5.955013 3.577487 2.220619 0.05 0.05 0.10
H 0.536558 -0.289649 -3.044849 -0.01 0.11 -0.05
```
Forces are in eV/Å.

total energy = -50005.6210 eV
E_LUMO = 0.18 eV
net charge = 0
gap between HOMO and LUMO = 6.97 eV